54
Properties=species:S:1:pos:R:3 method="wB97M-V/def2-TZVPD" e_tot_ha=-4269.152285 lumo_ev=2.35 de_lowest_kcal_mol=25.1 total_charge=-1
Pt 0.30750 -0.30870 0.00360
O 2.02790 0.06000 -0.92470
C 2.64940 1.19660 -0.81240
C 4.01410 1.21560 -1.16140
C 4.77940 2.35580 -1.08690
C 4.19660 3.55250 -0.66890
C 2.86300 3.58340 -0.34490
C 2.04660 2.43220 -0.38970
C 0.70770 2.55980 0.04500
N -0.15620 1.57170 0.19100
N -1.32690 1.82660 0.78460
C -2.04010 0.74810 1.03550
O -1.66660 -0.44140 0.71730
C -3.28680 0.93590 1.78340
C -3.38730 1.96940 2.71560
C -4.54310 2.13150 3.45150
C -5.62010 1.28110 3.25220
C -5.52820 0.25490 2.32340
C -4.36430 0.07060 1.60360
H 4.44180 0.27830 -1.48050
H 5.82960 2.31860 -1.34210
H 4.79510 4.45090 -0.59830
H 2.40290 4.51200 -0.03260
H 0.36450 3.54580 0.34510
H -2.54580 2.62850 2.85080
H -4.61280 2.92710 4.18120
H -6.52850 1.42500 3.82080
H -6.37290 -0.39980 2.15820
H -4.27290 -0.72050 0.87510
N 1.42090 2.35040 5.89840
C 0.96910 1.52790 5.22430
C 0.44700 0.51130 4.42660
C -0.52360 -0.40640 4.91430
C -0.94730 -1.41800 4.08640
C -0.41240 -1.53190 2.80540
N 0.48200 -0.63920 2.34060
C 0.88170 0.35270 3.10070
H -0.89990 -0.29900 5.92100
H -1.69140 -2.13040 4.41200
H -0.69250 -2.33190 2.13660
H 1.58890 1.05010 2.66610
Br -1.08010 -8.24030 -1.45540
C -0.34060 -6.80810 -0.44470
C 0.35150 -7.08580 0.72300
N 0.88550 -6.13130 1.46900
C 0.75880 -4.87740 1.06940
C 0.08540 -4.50150 -0.09160
C -0.48660 -5.50220 -0.87380
C -0.01680 -3.04160 -0.48010
O -0.90570 -2.65380 -1.23140
O 0.88270 -2.31660 0.04620
H 0.48230 -8.10000 1.07600
H 1.20600 -4.11870 1.69910
H -1.01680 -5.23560 -1.77600